Density functional theory data (wB97M-V/def2-TZVPD) for a cluster of 10 separate species, C41H62BN9O in total in a non-equilibrium geometry.

Geometry as XYZ:
```
114
C41H62BN9O wB97M-V/def2-TZVPD
C -0.6299 2.9305 -3.9643
C 0.5591 1.9105 -4.0773
C 0.8911 1.0765 -2.7173
C -0.1769 0.0815 -2.6243
C -0.0909 -0.9645 -3.7393
C -0.5099 -0.2595 -5.0493
N 0.2071 1.0125 -5.2243
O 0.6751 1.3905 -6.3453
C -2.0829 -0.0045 -5.1903
C -0.0689 -1.1785 -6.1843
C 1.8261 2.7335 -4.3923
H -1.4069 2.6405 -3.2433
H -0.8709 3.5135 -4.6923
H -0.2649 3.8465 -3.3763
H 1.0101 1.5365 -1.7633
H 1.8931 0.6685 -3.0943
H -1.2139 0.4805 -2.4063
H -0.1659 -0.4005 -1.6593
H -0.7779 -1.5035 -3.4963
H 0.9061 -1.4225 -3.5103
H -2.2689 0.4735 -6.2063
H -2.4679 0.6875 -4.4713
H -2.5409 -0.9035 -5.3603
H -0.6409 -2.0285 -6.1203
H 1.0011 -1.2275 -6.1273
H -0.3529 -0.6835 -7.1973
H 1.8811 3.5985 -5.1263
H 2.5871 2.0225 -4.6153
H 2.2331 3.4535 -3.5023
B -0.5299 -0.3295 0.7397
H -0.7419 -1.4455 1.2617
H -0.5269 0.4615 1.7037
H 0.5181 -0.2885 0.2457
H -1.1389 0.0375 -0.0583
N 5.6121 -0.3715 1.7837
C 4.4901 -1.0605 2.2887
C 3.2741 -0.1425 1.9097
C 3.8161 1.0945 1.3217
C 5.3021 0.8305 1.1347
H 6.6351 -0.5195 2.1527
H 4.4871 -1.9495 3.0197
H 2.1951 -0.3745 2.2287
H 3.1211 1.8945 1.0917
H 6.2171 1.3055 0.7897
N -4.2139 -3.8455 1.6187
C -3.1779 -4.1575 0.6877
C -3.2959 -5.6955 0.3687
C -4.5529 -6.1705 1.2167
C -5.0539 -4.9115 1.8887
H -4.5189 -2.8345 1.8697
H -2.5169 -3.3365 0.4507
H -2.8069 -6.2845 -0.3603
H -5.0489 -7.1975 1.2837
H -5.9149 -4.7105 2.6327
N -2.2919 2.3585 3.5367
C -2.3839 2.3215 4.9117
C -2.1729 3.7275 5.2997
C -2.0229 4.5085 4.1257
C -2.0999 3.5085 2.8837
H -2.4069 1.3735 3.1127
H -2.6629 1.3815 5.3927
H -2.1239 3.7665 6.5047
H -1.8549 5.6295 4.2617
H -1.9669 3.5705 1.7997
N 0.7801 2.9675 4.0337
C 1.8831 2.5085 3.4717
C 3.0911 3.0745 3.9817
C 2.5741 3.9795 5.1517
C 1.0601 3.8125 5.1787
H -0.3599 2.7775 3.8507
H 1.8051 1.8055 2.7147
H 4.2661 2.8615 3.7757
H 3.0311 4.7715 5.8277
H 0.4211 4.1585 5.6617
N -0.4919 2.9245 0.5407
C 0.8161 3.4655 0.1677
C 0.5651 4.6795 -0.6553
C -0.9369 4.7605 -0.9853
C -1.4819 3.5255 -0.2623
H -0.6219 2.1845 1.2087
H 1.6071 3.1625 0.6737
H 1.2771 5.5515 -1.0143
H -1.2709 5.3505 -1.8243
H -2.4929 3.2355 -0.2783
N 0.9501 -3.6255 0.0267
C 1.9821 -4.4295 0.1107
C 1.7051 -5.7505 -0.6853
C 0.3421 -5.5135 -1.2913
C -0.1249 -4.0905 -0.8523
H 1.1091 -2.5945 0.3717
H 2.9811 -4.1455 0.5207
H 2.3171 -6.6285 -1.0863
H 0.1931 -6.3335 -2.0453
H -0.7369 -3.4855 -1.2723
N 4.4581 -1.6845 -0.1293
C 5.3461 -2.4375 -0.9133
C 4.5151 -3.0905 -1.9643
C 3.0891 -2.7285 -1.7223
C 3.1341 -1.7945 -0.4633
H 4.7051 -1.1145 0.7587
H 6.4091 -2.3495 -0.7543
H 5.0341 -3.7365 -2.8293
H 2.1461 -3.1245 -2.1093
H 2.4001 -1.4285 0.2977
N -3.4459 -0.6405 2.2447
C -3.9409 -1.2055 3.4397
C -5.4959 -1.0995 3.4177
C -5.8199 -0.4305 2.1207
C -4.3889 -0.2095 1.4557
H -2.5569 -0.6625 1.9287
H -3.3979 -1.7385 4.1247
H -6.2189 -1.3315 4.2087
H -6.8379 -0.1355 1.6347
H -4.1559 0.3565 0.6117
```

HOMO: -6.72 eV
ΔE to the lowest compared entry with this formula, charge and spin: 108.25 kcal/mol
Kohn-Sham gap: 0.0999 hartree